2 unconnected molecules or ions with the total composition C14H28N3O4, computed with ωB97M-V with the def2-TZVPD basis set.

```
! wB97M-V def2-TZVPD RIJCOSX def2/J DEFGRID3
* xyz 0 2
O 7.469 1.114 0.321
O 1.400 -0.485 1.752
O -4.231 0.068 0.108
O 5.589 1.075 -0.733
N 6.273 1.290 0.247
N -3.004 0.001 -0.229
N 1.176 -0.594 -0.546
C 1.244 -1.161 0.768
C -2.216 1.231 0.089
C -2.372 -1.333 -0.106
C -0.180 -0.148 -1.002
C -1.154 -1.353 -1.036
C -2.032 -1.644 1.354
C 5.566 1.811 1.452
C -0.694 1.046 -0.153
C -2.767 2.336 -0.820
C -3.372 -2.370 -0.618
C 2.212 0.444 -0.685
C 1.301 -2.661 0.851
C 0.005 0.320 -2.457
C -2.451 1.635 1.550
H 0.893 -3.153 -0.027
H 3.008 0.257 0.034
H -0.372 1.954 -0.672
H 6.297 1.953 2.238
H 4.812 1.079 1.727
H -1.734 -2.696 1.421
H 1.834 1.459 -0.524
H -3.824 -2.030 -1.553
H 2.363 -2.920 0.922
H 0.530 1.275 -2.521
H -1.551 -1.424 -2.054
H 2.665 0.392 -1.679
H -1.921 2.577 1.728
H -2.924 -1.511 1.974
H 0.563 -0.435 -3.019
H -2.406 2.223 -1.845
H -3.859 2.298 -0.812
H -2.469 3.315 -0.435
H -0.973 0.435 -2.931
H -4.173 -2.540 0.102
H -1.226 -1.033 1.758
H -2.049 0.902 2.251
H -0.182 1.057 0.811
H 0.820 -2.997 1.772
H 5.091 2.744 1.165
H -2.849 -3.311 -0.811
H -3.513 1.790 1.739
H -0.614 -2.284 -0.867
*
```

⟨S²⟩: 0.754
HOMO energy (alpha / beta), eV: -8.1 / -9.1
Kohn-Sham gap (alpha / beta), eV: 8.360 / 9.359

=====

A molecular structure, C12H28AlBeBrCl4F7MgN2O3 in a non-equilibrium geometry, computed with ωB97M-V with the def2-TZVPD basis set.

```
! wB97M-V def2-TZVPD RIJCOSX def2/J DEFGRID3
* xyz 1 1
Br -1.830 4.916 -4.283
Cl -1.808 -1.704 4.418
Cl -1.845 -4.039 2.062
Cl -3.270 -1.647 1.295
Cl -4.710 -3.865 2.529
Al -5.689 1.667 0.458
Mg 3.433 2.037 -2.305
F -6.840 0.401 0.943
F 0.389 -0.957 3.520
F -4.429 0.933 -0.518
F -6.532 2.894 -0.464
F -0.908 -0.780 -0.454
F -4.985 2.372 1.904
F 2.907 0.918 0.384
O -1.974 -7.690 1.457
O 1.986 -2.173 -4.161
O -0.952 3.044 -5.636
N 1.315 -0.067 -3.593
N 2.411 0.533 1.644
C 2.225 -1.921 1.379
C 1.419 -0.520 1.269
C 0.131 -0.757 2.124
C -3.180 -2.961 2.459
C -1.010 0.312 1.879
C 2.042 1.653 2.571
C 0.419 0.055 -4.732
C 1.506 2.974 1.866
C 3.764 -1.423 1.353
C 2.031 -1.222 -3.428
C 1.425 1.033 -2.667
C 3.661 -0.102 2.237
Be -6.501 -1.894 2.095
H 2.145 3.836 2.228
H 2.136 0.795 -1.865
H 0.469 3.208 2.251
H 2.996 1.943 3.107
H 4.541 0.552 1.965
H -0.068 1.026 -4.724
H -1.914 0.133 2.522
H -1.327 0.232 0.782
H -0.682 1.372 2.076
H -1.678 3.040 -4.916
H 1.774 1.928 -3.212
H 3.522 -0.377 3.313
H 1.554 2.971 0.748
H 1.888 -2.593 0.548
H -2.975 -2.493 3.475
H 1.251 -0.455 0.156
H -1.313 2.818 -6.518
H 0.444 1.232 -2.225
H 1.314 1.372 3.376
H -0.331 -0.736 -4.684
H 2.679 -1.208 -2.531
H -0.307 -1.743 1.780
H 2.200 -2.454 2.368
H -0.482 3.919 -5.650
H -2.030 -6.733 1.595
H 0.991 -0.061 -5.655
H 4.142 -1.341 0.299
H 4.461 -2.202 1.788
*
```

HOMO energy, eV: -10.0
Kohn-Sham gap, eV: 1.272

=====

2 unconnected molecules or ions with the total composition C29H27BCl3FN2O in a non-equilibrium geometry, computed with ωB97M-V with the def2-TZVPD basis set.

```
! wB97M-V def2-TZVPD RIJCOSX def2/J DEFGRID3
* xyz 0 1
Cl 2.164 1.078 -0.155
Cl 3.252 -1.269 1.436
Cl 2.109 1.149 2.880
F -1.984 5.258 1.405
O 0.631 -0.539 1.372
N -0.315 5.868 4.658
N -3.129 6.622 7.736
C -3.959 0.959 1.353
C -1.576 6.067 2.421
C -3.057 7.957 3.276
C -2.614 1.234 1.352
C -4.844 6.176 4.364
C -3.503 -1.405 1.353
C -1.676 0.175 1.352
C 0.723 9.104 2.177
C 1.735 4.942 3.720
C -0.297 0.416 1.354
C -0.710 5.186 3.382
C -4.407 -0.354 1.353
C 0.736 9.338 0.819
C -2.156 -1.153 1.353
C -4.162 8.420 3.960
C 0.594 4.715 2.706
C 0.042 8.495 -0.025
C 1.082 5.482 4.998
C -2.858 5.392 7.324
C -1.955 5.078 6.339
C -0.726 7.209 1.855
C -3.739 5.717 3.676
C -2.818 6.599 3.141
C -2.445 7.588 7.143
C -0.684 7.439 0.491
C 0.008 8.040 2.685
C -1.512 7.392 6.157
C -5.055 7.530 4.516
C -1.255 6.102 5.713
B 1.957 0.062 1.383
H -5.540 5.477 4.795
H 0.072 8.659 -1.090
H 1.064 4.722 5.783
H -0.988 8.216 5.702
H 0.772 5.280 1.786
H -1.781 4.054 6.053
H 1.301 10.163 0.416
H 0.025 7.834 3.738
H -3.405 4.601 7.812
H -4.671 1.767 1.353
H -2.366 8.654 2.838
H -2.265 2.253 1.350
H -5.908 7.893 5.069
H -1.217 6.769 -0.161
H 0.526 3.666 2.401
H 0.064 1.434 1.344
H -1.445 -1.961 1.353
H -2.656 8.597 7.462
H -1.310 4.313 3.661
H 1.279 9.747 2.839
H -3.863 -2.421 1.353
H 2.472 5.652 3.328
H 2.284 4.013 3.911
H 1.604 6.352 5.405
H -4.319 9.480 4.067
H -3.581 4.660 3.553
H -5.463 -0.561 1.353
*
```

HOMO energy, eV: -8.6
Kohn-Sham gap, eV: 6.154

=====

2 unconnected molecules or ions with the total composition C2H5FIN in a non-equilibrium geometry, computed with ωB97M-V with the def2-TZVPD basis set.

```
! wB97M-V def2-TZVPD RIJCOSX def2/J DEFGRID3
* xyz 0 1
I 0.686 -1.008 2.147
F -1.387 0.868 1.217
N 0.747 1.743 0.894
C -0.080 0.609 1.037
C -0.512 -1.628 -1.706
H 1.329 1.716 0.051
H -0.081 -2.457 -1.054
H -1.424 -1.731 -2.334
H 0.639 2.549 1.559
H 0.083 -0.661 -1.812
*
```

Energy above the lowest of the compared OMol25 structures with the same formula, charge and spin, kcal per mole: 93.4
HOMO energy (alpha / beta), eV: -8.8 / -8.0
Kohn-Sham gap (alpha / beta), eV: 8.570 / 8.158

=====

2 unconnected molecules or ions with the total composition C2H7N4O in a non-equilibrium geometry, computed with ωB97M-V with the def2-TZVPD basis set.

```
! wB97M-V def2-TZVPD RIJCOSX def2/J DEFGRID3
* xyz 1 1
O -1.597 -1.435 -1.043
N 1.473 0.703 -0.939
N 0.250 0.959 0.549
N 0.727 0.128 -1.780
N -1.072 -0.186 1.964
C -0.592 -0.048 0.671
C -0.632 -1.132 -0.248
H 0.140 0.668 -2.382
H -0.430 0.224 2.645
H -1.369 -1.080 2.245
H -1.448 -2.210 -1.661
H 2.234 0.250 -0.492
H 1.675 1.765 -0.901
H 0.642 1.393 1.371
*
```

Energy above the lowest of the compared OMol25 structures with the same formula, charge and spin, kcal per mole: 158.6
HOMO energy, eV: -13.1
Kohn-Sham gap, eV: 8.062

=====

11 unconnected molecules or ions with the total composition C37H65FN6O14P3S in a non-equilibrium geometry, computed with ωB97M-V with the def2-TZVPD basis set.

```
! wB97M-V def2-TZVPD RIJCOSX def2/J DEFGRID3
* xyz -1 1
S 0.316 -4.604 6.219
P 6.201 2.377 -2.368
P -6.179 -4.632 -1.529
P 2.633 5.110 1.071
F -0.433 0.344 -0.541
O -4.637 -4.788 -1.971
O 4.794 3.177 -2.196
O 6.445 1.662 -0.932
O 3.031 4.044 2.078
O 0.251 -6.037 5.989
O -6.210 -3.334 -0.503
O 1.592 4.634 -0.063
O 1.031 -4.062 7.335
O 1.953 6.465 1.690
O 7.429 3.457 -2.416
O 3.810 5.895 0.241
O -6.940 -4.075 -2.839
O -6.710 -5.905 -0.934
O 6.211 1.396 -3.475
N 1.703 -0.426 1.368
N -3.123 0.183 -1.577
N 1.198 -1.265 -2.278
N -2.089 0.977 1.703
N -0.512 2.073 -3.097
N -1.343 -2.085 0.474
C -3.432 2.053 3.053
C -2.304 -3.759 1.682
C -2.378 1.479 3.816
C 2.749 -2.370 -3.198
C -0.156 1.332 -4.228
C -0.152 -3.123 4.068
C -4.181 -0.281 -0.860
C 2.138 -1.645 1.701
C -5.336 0.077 -1.602
C -1.661 0.711 2.937
C -7.724 -5.023 -3.583
C -0.805 -3.268 0.077
C 2.544 -1.224 -2.451
C 3.228 -1.409 2.479
C 1.758 7.665 1.010
C -0.294 2.164 -5.327
C 0.584 -2.181 -3.105
C -3.567 0.771 -2.727
C -0.559 3.484 -4.903
C 8.662 3.188 -2.981
C -5.545 -3.407 0.741
C -3.785 -3.719 -2.174
C -1.122 -2.627 5.150
C -1.342 -4.327 0.820
C 6.261 2.413 0.270
C -2.190 -2.373 1.577
C 1.068 -3.873 4.722
C -0.793 3.378 -3.535
C 1.583 -2.971 -3.624
C -4.937 0.653 -2.805
C 0.526 3.683 0.178
C 3.424 -0.045 2.666
C -1.348 -3.822 6.016
C 2.409 0.564 1.985
C 5.004 6.286 0.916
C -3.100 1.828 1.757
C 3.604 2.409 -2.179
H 3.741 -2.236 2.947
H 0.095 0.285 -4.136
H 4.877 6.403 1.993
H -0.702 4.386 -5.479
H -0.663 -3.801 3.385
H -2.272 1.617 4.882
H -6.345 -0.148 -1.290
H -8.739 -4.650 -3.720
H -7.332 -5.063 -4.599
H 8.993 3.999 -3.630
H -0.247 1.875 -6.366
H -0.367 4.307 0.216
H 0.137 -2.317 3.393
H -5.049 -4.361 0.923
H -0.829 0.023 2.951
H 1.834 -3.232 5.157
H -5.625 0.865 -3.610
H -3.709 2.132 0.918
H -0.612 -1.831 5.692
H 5.257 7.291 0.580
H -4.268 2.653 3.380
H -1.841 -3.811 6.988
H 0.880 8.237 1.310
H -4.802 -2.611 0.790
H 3.076 2.509 -3.127
H 6.517 3.472 0.289
H -2.895 1.089 -3.510
H 3.749 -2.706 -3.431
H 1.998 1.562 1.953
H 2.951 2.804 -1.400
H -0.467 -2.373 -2.946
H -1.062 4.057 -2.739
H -6.284 -3.270 1.531
H -2.160 0.073 -1.293
H 8.739 2.295 -3.602
H -1.971 -2.008 4.859
H 0.746 3.200 1.130
H 1.783 7.607 -0.078
H -1.740 0.540 0.862
H 0.542 2.899 -0.580
H 1.579 -4.619 4.114
H 3.169 -0.575 -1.855
H -4.272 -2.744 -2.177
H 5.283 2.213 0.708
H 4.085 0.412 3.388
H -2.948 -4.242 2.402
H -1.871 -4.595 5.453
H 9.478 3.156 -2.259
H 7.033 2.090 0.968
H -2.980 -3.679 -1.440
H 5.791 5.548 0.759
H 3.757 1.381 -1.848
H -1.162 -1.141 0.164
H 1.638 -2.525 1.323
H 1.472 -3.796 -4.312
H -4.054 -0.732 0.113
H -0.517 1.794 -2.126
H 2.599 8.315 1.252
H 0.940 -0.284 0.722
H 0.005 -3.387 -0.628
H -2.693 -1.602 2.141
H -3.123 -3.890 -3.023
H 0.671 -0.720 -1.610
H -1.153 -5.372 0.624
H -7.908 -6.041 -3.238
*
```

HOMO energy, eV: -5.9
Kohn-Sham gap, eV: 7.986

=====

A molecular structure, C32H21Br2IrN7O3, computed with ωB97M-V with the def2-TZVPD basis set.

```
! wB97M-V def2-TZVPD RIJCOSX def2/J DEFGRID3
* xyz 1 5
Ir 0.410 1.123 1.233
Br -4.509 -6.016 -4.410
Br 1.307 -0.547 4.375
O -0.165 4.879 -0.226
O -2.742 3.477 0.109
O 1.519 -0.616 1.461
N 2.047 2.362 0.921
N 0.448 0.439 -0.683
N 1.795 -3.595 -3.132
N -1.461 0.369 1.384
N 0.231 1.821 3.290
N 0.928 -3.478 -4.062
N -0.561 2.733 0.617
C 2.400 -2.470 0.286
C 3.952 4.267 0.364
C 0.191 3.819 0.230
C -2.787 -5.268 -4.319
C 3.340 2.089 1.115
C 2.458 -3.168 -0.910
C -3.142 -1.255 1.817
C 1.677 3.565 0.451
C -0.685 -5.061 -3.185
C -0.278 -4.122 -4.150
C -0.012 0.436 -3.012
C -4.142 -0.332 1.400
C 0.611 -0.779 -3.177
C 0.446 1.733 5.685
C 0.595 1.188 4.419
C 1.145 -1.434 -2.053
C 1.065 -0.758 -0.825
C -0.120 2.983 5.825
C -0.339 3.040 3.459
C -2.417 1.285 0.968
C -3.777 0.913 0.982
C -0.529 3.642 4.680
C -2.377 -4.371 -5.302
C -1.942 -5.624 -3.271
C 1.798 -2.714 -2.051
C 2.608 4.542 0.163
C 1.663 -1.275 0.363
C -1.835 -0.862 1.791
C -1.123 -3.803 -5.223
C 4.324 3.022 0.845
C -0.098 1.016 -1.749
C -1.992 2.592 0.522
H 0.770 1.159 6.539
H 2.891 -2.842 1.175
H -0.658 3.544 2.568
H -3.396 -2.248 2.158
H -0.996 4.616 4.715
H -4.498 1.650 0.654
H 2.987 -4.109 -0.973
H 2.249 5.490 -0.213
H -3.039 -4.128 -6.121
H 5.361 2.769 1.014
H 4.703 5.015 0.148
H -0.007 -5.341 -2.390
H -0.779 -3.109 -5.980
H -0.440 0.960 -3.854
H -0.248 3.422 6.806
H -1.031 -1.518 2.105
H 3.567 1.103 1.500
H -0.605 1.958 -1.592
H 0.701 -1.218 -4.159
H -2.271 -6.343 -2.534
H -5.185 -0.619 1.417
*
```

⟨S²⟩: 6.072
Energy above the lowest of the compared OMol25 structures with the same formula, charge and spin, kcal per mole: 21.5
HOMO energy (alpha / beta), eV: -7.5 / -11.0
Kohn-Sham gap (alpha / beta), eV: 3.693 / 4.611

=====

A gas-phase ion, C9H15ClN3O5P2 (charge +1) in a non-equilibrium geometry, computed with ωB97M-V with the def2-TZVPD basis set.

```
! wB97M-V def2-TZVPD RIJCOSX def2/J DEFGRID3
* xyz 1 1
Cl 2.700 -0.099 -2.488
P -0.249 2.332 -2.425
P -3.390 -1.957 0.562
O -1.920 2.736 -2.875
O -1.858 -2.535 3.819
O -3.714 -3.000 -0.837
O -4.707 -0.769 0.470
O 0.414 3.735 -1.571
N 0.591 2.080 -3.784
N 0.834 0.170 -0.531
N 0.934 -0.889 0.307
C -0.305 0.856 -1.214
C -0.329 -2.925 1.702
C 3.387 0.384 0.199
C 3.183 1.210 1.625
C -1.823 0.229 -0.894
C 2.215 0.765 -0.905
C -0.305 -1.589 0.711
C -1.731 -1.067 0.129
C -0.618 -2.575 3.278
H -4.619 -3.448 -0.725
H 2.202 1.932 -0.973
H 2.093 1.146 2.046
H 4.012 0.801 2.363
H 4.401 0.817 -0.260
H 0.276 -2.387 4.040
H 0.298 3.592 -0.569
H 3.567 -0.763 0.337
H 3.513 2.330 1.376
H 1.384 2.787 -3.860
H -2.810 0.655 -1.363
H -2.250 3.291 -2.081
H -1.168 -3.703 1.363
H 0.695 -3.490 1.557
H -4.925 -0.611 1.456
*
```

HOMO energy, eV: -12.4
Kohn-Sham gap, eV: 6.316